ORCA calculation (wB97M-V/def2-TZVPD) on a molecular structure, N2O6Tl2 in a non-equilibrium geometry.

```
! RIJCOSX wB97M-V def2-TZVPD def2/J DEFGRID3
* xyz 4 1
Tl -10.57829 -21.37274 -21.87730
Tl -13.73494 -27.56753 -19.30392
O -12.40608 -21.35762 -24.20621
O -13.40019 -22.16760 -25.89977
O -12.84018 -23.43082 -21.97453
O -12.85053 -20.17323 -25.92786
O -13.57153 -24.86322 -20.45539
O -13.05928 -22.89265 -20.00458
N -13.28235 -23.74850 -20.82922
N -12.82141 -21.22934 -25.31876
*
```

The calculation puts the LUMO energy at -23.598 eV. The calculation puts the HOMO energy at -25.99 eV. The calculation puts the frontier orbital gap at 2.4 eV. Its energy above the lowest of the compared OMol25 structures with the same formula, charge and spin is 0.829 eV.

=====

ORCA calculation (wB97M-V/def2-TZVPD) on 3 unconnected molecules or ions with the total composition N3O9 in a non-equilibrium geometry.

```
! RIJCOSX wB97M-V def2-TZVPD def2/J DEFGRID3
* xyz -3 1
O -0.57205 -0.02229 -1.54800
O 0.89507 1.68106 1.66959
O -0.17469 -2.01169 -2.31142
O -2.01089 -2.87969 -2.36970
O -0.91268 -2.88443 -0.59742
O 0.41493 0.74468 0.08199
O 1.43533 0.55065 -1.66127
O -0.33296 2.94358 2.82256
O 1.30211 1.95076 3.85080
N -1.02801 -2.63586 -1.68092
N 0.37582 0.45252 -1.04188
N 0.60800 2.11072 2.78569
*
```

The calculation puts the LUMO energy at 8.879 eV. The calculation puts the HOMO energy at 3.30 eV. The calculation puts the frontier orbital gap at 5.6 eV. Its energy above the lowest of the compared OMol25 structures with the same formula, charge and spin is 4.727 eV.

=====

ORCA calculation (wB97M-V/def2-TZVPD) on a molecular structure, N3O9Rb3 in a non-equilibrium geometry.

```
! RIJCOSX wB97M-V def2-TZVPD def2/J DEFGRID3
* xyz 1 2
Rb 9.98953 -1.29615 5.03623
Rb 9.34165 -4.96429 8.88649
Rb 14.87638 -2.22538 6.63497
O 12.58027 -7.33912 11.07510
O 12.08594 -3.31558 9.05627
O 10.64461 -3.02738 7.33193
O 12.10958 -6.24320 9.61092
O 13.42667 -6.41627 5.52178
O 12.94792 -4.57806 6.14829
O 10.99287 -7.85824 9.58705
O 14.83075 -5.11419 6.28282
O 12.30865 -1.77496 7.57843
N 13.71862 -5.43485 6.18697
N 11.97201 -7.33412 10.02456
N 11.67491 -2.73445 7.96013
*
```

The calculation puts the LUMO energy (alpha / beta) at -3.703 / -5.725 eV. The calculation puts the HOMO energy (alpha / beta) at -9.71 / -9.71 eV. The calculation puts the frontier orbital gap (alpha / beta) at 6.0 / 4.0 eV.

=====

ORCA calculation (wB97M-V/def2-TZVPD) on 2 unconnected molecules or ions with the total composition NO4S2 in a non-equilibrium geometry.

```
! RIJCOSX wB97M-V def2-TZVPD def2/J DEFGRID3
* xyz -1 3
S -3.09159 0.35143 0.86447
S -0.45817 0.66479 -0.22313
O 0.83410 -1.86884 -0.31541
O 0.21722 1.97785 0.01040
O 2.01657 -0.55503 1.03472
O -0.60803 0.24087 -1.60090
N 1.08990 -0.81107 0.22986
*
```

The calculation puts the LUMO energy (alpha / beta) at 3.429 / 1.349 eV. The calculation puts the HOMO energy (alpha / beta) at -4.73 / -4.71 eV. The calculation puts the frontier orbital gap (alpha / beta) at 8.2 / 6.1 eV. Its energy above the lowest of the compared OMol25 structures with the same formula, charge and spin is 1.277 eV.

=====

Across the entries above, M takes the values 532.8; 186.0; 442.4; 142.1 u, respectively.
Across the entries above, total energy takes the values -24581.565; -22879.862; -24844.880; -31347.271 eV, respectively.